A structure of composition C81H183ClF18N12O30S6. Source: the OMol25 dataset; level of theory: ωB97M-V/def2-TZVPD.

As for the total charge: +2. The HOMO-LUMO gap comes out at 0.312 Eh. For the LUMO energy, the calculation gives -0.11128 Eh.

Last column: Löwdin charge in e.
Cartesian coordinates (Å):
Cl: 0.13962 -3.42266 -0.78681  -0.05
S: 4.08100 5.34041 0.31511  0.54
S: -7.27908 -3.84067 2.21922  0.53
S: 1.56452 -2.97418 5.90659  0.62
S: -7.93254 -1.29777 3.35695  0.62
S: 0.62605 -0.31274 5.50677  0.56
S: 1.64806 6.75400 0.38233  0.62
F: 0.49878 -2.61982 8.31015  0.16
F: -7.86484 -6.20873 2.21366  0.10
F: 1.34500 -4.54112 7.76496  0.10
F: 0.88936 0.27168 8.13837  0.11
F: 5.02261 7.57555 -0.65954  0.12
F: -7.38687 -5.53627 4.16701  0.13
F: 1.34048 9.25984 1.13331  0.12
F: -6.75421 0.98515 3.27181  0.17
F: -0.31461 1.67432 6.94862  0.10
F: -5.98428 -0.31016 4.81648  0.09
F: 6.51588 6.35998 0.21382  0.17
F: 2.19342 9.03376 -0.85896  0.17
F: 2.66664 -2.83277 8.33852  0.15
F: 5.74678 5.90635 -1.71808  0.12
F: 3.39555 8.58312 0.84730  0.13
F: -5.46847 -0.61922 2.63891  0.11
F: 1.90880 1.67677 6.83625  0.14
F: -9.30631 -4.90281 3.37310  0.19
O: -5.96566 -4.30485 2.02959  -0.27
O: -5.60695 2.19661 -1.31037  -0.03
O: 0.35398 -3.50655 5.29168  -0.30
O: 1.26874 2.40238 -5.25901  0.00
O: 1.59205 0.19841 -4.94374  -0.09
O: -8.39403 -0.85416 2.05121  -0.30
O: -5.12375 3.16843 0.70366  0.03
O: 5.01241 2.01382 -4.05228  -0.18
O: 6.88085 -4.63842 -0.70678  -0.20
O: 4.14565 3.83984 4.07041  -0.22
O: -1.73341 0.90685 1.15621  -0.20
O: 4.24418 5.53197 1.68642  -0.24
O: 4.31793 4.01170 -0.20386  -0.31
O: -8.66358 -1.00274 4.51228  -0.24
O: -3.68571 3.28604 -1.04273  -0.05
O: 5.18222 -0.66977 -1.61116  -0.02
O: -0.49924 0.93643 -5.02266  0.04
O: -8.02543 -3.56479 1.02013  -0.27
O: 1.34246 -6.08281 -5.28892  -0.21
O: -0.75445 -0.74950 5.50090  -0.32
O: -10.16219 0.05565 -1.55520  -0.20
O: -2.05248 3.48538 -4.65639  -0.23
O: 0.98580 0.47834 4.34218  -0.32
O: 1.45184 6.45306 1.78585  -0.28
O: 6.80323 -0.22096 0.03627  -0.03
O: -4.50233 -6.84953 6.52264  -0.22
O: 2.80662 -3.55133 5.55669  -0.27
O: 4.68969 -0.95036 0.60277  -0.10
O: 0.53027 6.81408 -0.49411  -0.32
O: -3.39286 2.45403 5.41038  -0.18
N: 2.81866 5.92769 -0.38662  -0.27
N: 0.81723 0.65981 -0.96460  -0.25
N: -7.34165 -2.80096 3.38550  -0.28
N: 5.46804 -0.06966 -6.21674  -0.23
N: -1.98382 4.04489 3.50077  -0.24
N: 4.03967 -4.50725 0.36945  -0.22
N: -3.78523 -3.87508 5.83776  -0.24
N: 1.71273 -1.34687 5.82725  -0.30
N: -7.37223 -1.15056 -2.21782  -0.28
N: 0.18759 -3.39924 -4.70043  -0.24
N: -0.36705 6.09605 -3.94215  -0.25
N: 5.87621 1.43263 3.33500  -0.25
C: -7.87684 -0.37899 -3.46068  -0.12
C: -2.93857 -5.00953 6.26660  -0.09
C: -7.87897 -0.56689 -0.96561  -0.09
C: -0.43168 -2.20733 -4.01780  -0.24
C: 8.07941 -5.24855 -1.06290  -0.11
C: 4.43430 1.06813 -6.26265  -0.05
C: -2.39749 -0.28608 1.62815  -0.06
C: 0.82608 0.92553 6.94621  -0.60
C: -1.93594 4.09561 -3.41161  -0.18
C: -3.23085 2.73267 -4.84255  -0.07
C: -0.13931 -4.64997 -3.98033  -0.11
C: 3.97830 -3.71289 -0.95277  0.06
C: 1.30871 0.68318 0.37622  -0.16
C: 3.96967 -1.55951 -7.59554  -0.07
C: 5.16338 -1.11592 -5.04011  0.06
C: 5.80979 2.18599 2.04565  -0.18
C: -3.37812 -6.36086 5.75860  -0.17
C: -6.40723 -0.24116 3.52085  -0.67
C: 2.31861 -7.11970 -5.26183  -0.08
C: 7.10688 2.62449 1.35790  -0.05
C: -0.02778 -2.20399 -6.96538  -0.01
C: 5.40840 6.31375 -0.47673  -0.68
C: 0.87526 1.23455 -5.07354  -0.75
C: 4.47175 1.38195 3.98219  0.00
C: -4.72877 -8.27090 6.31181  -0.08
C: 2.94729 -4.03019 1.25228  -0.22
C: 6.46951 -0.88160 4.20229  -0.03
C: -5.54934 -4.08899 7.69226  -0.07
C: -0.74529 5.88281 -5.34272  -0.17
C: 0.89277 2.07066 -1.64291  -0.09
C: 3.82227 -6.02629 0.14128  -0.17
C: 5.43571 -0.61178 -0.39347  -0.69
C: 2.50736 -6.31004 -0.39596  -0.07
C: 7.43800 1.13570 -7.22925  -0.06
C: 5.21075 3.22317 -3.30391  -0.08
C: 6.39501 0.04887 2.99105  -0.18
C: -3.58727 1.31743 6.30741  -0.04
C: -1.91165 -2.10941 -4.09675  -0.05
C: -1.69466 1.08388 -0.24518  -0.16
C: -0.33545 6.88325 -6.47700  -0.01
C: -7.84721 -2.52639 -2.27566  0.00
C: -1.85224 5.03291 2.37387  -0.14
C: 3.87639 4.99639 4.86012  -0.06
C: 4.80179 2.32502 -5.40545  -0.22
C: -9.38219 -0.61803 -0.64191  -0.21
C: 4.09192 2.65786 4.82988  -0.20
C: -11.51966 0.14097 -1.18812  -0.07
C: -2.45618 -3.53957 3.60740  -0.04
C: -7.81705 1.12398 -3.35305  -0.05
C: -2.09249 4.89587 4.74773  0.04
C: 5.35097 -4.31834 1.06023  -0.08
C: 1.21796 -0.64203 1.24613  -0.02
C: 6.90100 2.00109 4.26859  -0.01
C: -5.19166 -1.66762 -1.02231  -0.02
C: -3.24465 3.23838 3.20220  -0.06
C: -3.46605 2.02557 4.08754  -0.21
C: 1.52167 -3.19396 7.72504  -0.66
C: -1.15544 7.20683 -3.20214  -0.11
C: 1.10928 6.33936 -3.88491  0.03
C: -5.86402 -1.08274 -2.24213  -0.15
C: -0.51036 4.70612 -3.27620  -0.06
C: 5.28859 -0.86641 -7.45253  -0.23
C: 6.94312 0.37532 -6.02780  -0.15
C: -0.22870 -3.55300 -6.15062  -0.11
C: 1.64718 -3.08286 -4.58597  0.01
C: -3.27605 -2.58705 6.49196  0.03
C: -5.21812 -4.00593 6.21574  -0.19
C: -8.06558 -5.16803 3.08013  -0.70
C: 2.74220 -4.77054 2.55050  -0.05
C: -0.75515 3.18081 3.52360  -0.17
C: 2.17036 8.51389 0.33655  -0.67
C: -4.80291 2.88487 -0.65997  -0.75
C: 2.36896 2.37658 -2.03717  -0.04
C: -1.26893 8.62849 -3.76927  -0.04
C: 0.89479 -5.80359 -3.99069  -0.21
C: 6.48933 -5.14376 0.57870  -0.19
C: 1.56386 -0.41652 -1.70718  -0.01
C: -1.44530 4.46516 1.00964  -0.04
C: -3.78206 -3.60868 4.29324  -0.14
C: -0.63528 0.24870 -1.02950  -0.06
C: 0.61642 3.84097 3.70801  -0.03
H: -1.88930 -4.85899 5.98332  0.13
H: -2.28450 -2.43362 -5.05030  0.06
H: -0.82299 2.63260 2.54703  0.12
H: 0.78581 4.69267 3.07850  0.05
H: 7.75436 3.36478 1.94455  0.10
H: -4.18482 -1.91247 -1.31157  0.08
H: -1.67755 9.09724 -2.88767  0.09
H: -7.74793 -3.08051 -1.36253  0.08
H: -4.39751 1.58247 3.76411  0.10
H: -2.01409 -1.17443 1.18672  0.07
H: -9.27105 -0.22112 0.35178  0.10
H: 7.33431 0.16457 2.46035  0.11
H: -0.84009 0.36438 -2.07771  0.11
H: 5.30878 1.41579 1.36383  0.13
H: -1.97858 8.71085 -4.57197  0.08
H: -0.17202 4.85413 -2.26028  0.12
H: -3.45654 -0.26630 1.36202  0.07
H: 1.27698 7.24170 -4.39128  0.08
H: -5.66730 -4.90761 5.77516  0.12
H: 7.47818 -0.54875 -5.80700  0.13
H: -7.29696 -0.78085 -4.32181  0.14
H: 2.17809 -3.67968 -5.29799  0.10
H: 2.58035 -7.38536 -6.25749  0.08
H: 1.97009 -0.50480 2.01274  0.06
H: 4.48299 5.01746 5.71770  0.07
H: 1.69996 5.54561 -4.41012  0.14
H: -2.16069 6.77593 -3.13098  0.12
H: 6.78526 -1.84132 3.80843  0.08
H: -4.44497 0.74047 6.05047  0.06
H: -2.25361 -0.29259 2.70550  0.07
H: -2.16503 -1.02435 -3.93073  0.10
H: -0.94931 2.50920 4.35143  0.11
H: 2.30471 -5.77368 -1.28917  0.03
H: 1.74845 -4.40583 2.94218  0.11
H: -8.63167 1.40680 -2.72878  0.07
H: 4.65085 2.70133 5.79729  0.14
H: 2.99406 2.32225 -1.11961  0.07
H: 6.92358 1.02836 -5.20445  0.10
H: -2.72375 1.17255 3.96036  0.12
H: 3.85315 1.29126 3.12812  0.12
H: -5.66328 -0.07031 -2.42290  0.09
H: 5.75246 -0.80214 -4.16979  0.09
H: -0.49109 7.89741 -6.20743  0.05
H: -4.94619 -3.51059 8.43299  0.08
H: 1.22557 -0.31879 -2.76159  0.09
H: -2.60107 -3.68569 2.54872  0.09
H: -1.83403 -2.68498 3.79835  0.06
H: 7.75902 1.72603 1.19550  0.07
H: 1.33877 -1.40121 -1.28037  0.00
H: 4.42253 1.36637 -7.35136  0.15
H: -3.36626 1.90343 -4.22382  0.06
H: 4.57057 -6.32536 -0.61881  0.14
H: -0.47509 -2.30922 -7.92104  0.07
H: -7.47192 -1.11756 -0.10223  0.11
H: -1.30983 5.58936 4.77795  0.09
H: -2.25232 -2.42936 6.15685  0.07
H: 0.19005 2.01448 -2.44399  0.09
H: 1.70250 -5.53010 -3.31540  0.09
H: -6.54949 -3.62793 7.80809  0.10
H: -11.87645 -0.94067 -1.02924  0.12
H: -4.14314 3.41113 -4.82575  0.13
H: -0.38340 -1.34881 -6.33820  0.08
H: -2.61395 -7.14575 5.93249  0.14
H: 2.52297 -7.30179 -0.79882  0.09
H: -3.07351 -5.06362 7.35099  0.15
H: 1.83663 -1.98838 -4.72603  0.08
H: 1.75799 -6.14262 0.42444  0.11
H: 0.14647 -1.35125 -4.32132  0.06
H: -8.92913 -2.43463 -2.51650  0.12
H: -2.18051 3.81756 0.52937  0.05
H: 7.20450 0.04208 -0.83717  0.11
H: 6.72437 2.01936 -7.23606  0.08
H: -0.40268 4.07142 1.05421  0.08
H: -0.71590 7.17830 -2.15682  0.12
H: -2.13961 3.45314 -2.57606  0.09
H: -7.51297 0.46769 -1.04920  0.13
H: 6.88370 1.64651 5.32666  0.12
H: 2.46581 3.41145 -2.38999  0.07
H: 4.05745 -6.44543 1.08034  0.12
H: -3.17219 2.36028 -5.86932  0.10
H: 8.48972 1.59573 -7.10394  0.12
H: -2.66500 4.95669 -3.40458  0.13
H: 0.56793 4.10024 4.77642  0.09
H: 8.24742 -4.82775 -2.04143  0.09
H: 4.46956 3.97396 -3.55771  0.08
H: 1.28998 3.01543 3.49670  0.08
H: -5.70170 -2.53886 -0.66370  0.07
H: 3.98113 5.86897 4.20432  0.09
H: 3.03986 -1.01100 -7.37551  0.08
H: 7.94104 1.90382 3.92684  0.11
H: 6.17052 3.66915 -3.53005  0.09
H: 5.59082 -3.24764 1.01244  0.14
H: 3.95666 -2.67193 -0.73195  0.06
H: 0.38141 -4.27463 -6.64594  0.11
H: -11.59868 0.70104 -0.27773  0.09
H: 5.46712 -2.10158 -5.46334  0.10
H: -7.29733 -3.06235 -3.04042  0.12
H: 6.74730 3.07232 0.39860  0.08
H: 3.46869 0.70481 -5.88210  0.09
H: 4.81369 -4.04155 -1.53810  0.10
H: 0.89030 1.52973 0.90409  0.12
H: -5.55378 -5.06476 8.19793  0.08
H: 2.96430 -3.94922 -1.29797  0.05
H: 1.35094 6.55055 -2.87482  0.07
H: 3.85766 2.91911 -5.50068  0.13
H: -3.70028 1.73698 7.30750  0.10
H: -5.18944 -0.92056 -0.24764  0.07
H: 7.31741 -4.97051 1.17340  0.11
H: -5.90885 2.62671 0.68094  0.07
H: 3.45366 -4.64597 3.38543  0.08
H: -1.00431 6.65415 -7.26665  0.07
H: -0.31481 9.11982 -3.91503  0.08
H: 2.60598 -5.80560 2.34895  0.06
H: 7.95254 -6.33277 -1.17554  0.10
H: 0.20496 4.01484 -3.72442  0.10
H: -5.76070 -3.09087 5.82493  0.14
H: -6.90428 1.50806 -2.92302  0.05
H: 2.06216 -3.92340 0.66016  0.01
H: -1.79888 5.79968 -5.26441  0.12
H: 6.37628 -6.22156 0.45266  0.13
H: 3.26276 -6.78304 -4.71961  0.11
H: -5.60055 -1.61813 -3.10136  0.10
H: -1.90258 -4.42347 3.81461  0.07
H: 3.92253 -2.46103 -6.94104  0.08
H: -1.95692 4.20760 5.59300  0.11
H: 0.49436 -6.82271 -3.56562  0.17
H: -9.71849 -1.61501 -0.67577  0.11
H: -4.99507 -8.54478 5.27834  0.09
H: 0.65589 6.61890 -6.80589  0.08
H: -1.29422 -3.77529 -6.12679  0.11
H: 3.05637 2.45492 5.11023  0.09
H: -2.66501 0.92498 -0.70415  0.12
H: -2.41979 -2.76750 -3.32101  0.10
H: -5.62502 -8.48063 6.93680  0.10
H: 5.73190 -0.31900 2.20894  0.08
H: -2.85317 5.42269 2.33228  0.13
H: -4.45169 -4.35554 3.83906  0.11
H: 2.30872 0.96069 0.23866  0.09
H: -12.13701 0.57416 -1.96012  0.09
H: -0.21777 -2.39621 -2.97955  0.02
H: -3.29125 -2.57220 7.59248  0.11
H: 7.15439 -0.55553 4.94510  0.07
H: -3.80766 -1.76071 5.97701  0.10
H: -0.32072 4.94648 -5.65707  0.12
H: -0.90395 1.80299 -4.98671  0.05
H: -3.30083 2.98777 2.12989  0.11
H: 5.47002 -1.10956 4.53039  0.07
H: 3.19289 -3.01656 1.56712  0.12
H: -1.25029 5.34495 0.42828  0.06
H: 5.11674 2.99573 2.23476  0.10
H: -1.17044 5.79555 2.68524  0.11
H: 2.66609 -0.34250 -1.62914  0.10
H: 3.88134 -1.88234 -8.63095  0.10
H: 1.04604 -2.02734 -7.04722  0.05
H: 0.24804 -0.67503 1.81240  0.08
H: -0.28911 -4.46618 -2.92389  0.02
H: 1.91722 -8.02107 -4.79961  0.09
H: 5.06882 3.05757 -2.21725  0.08
H: 2.77256 1.67530 -2.80782  0.08
H: -1.08390 -4.98599 -4.43379  0.14
H: -2.71425 0.66806 6.34236  0.06
H: -3.92204 -8.98182 6.64748  0.10
H: -4.30622 -2.65876 4.21023  0.10
H: 1.97344 -3.20704 -3.54091  0.11
H: 7.46292 0.64690 -8.21240  0.08
H: 5.58066 2.90023 -5.89707  0.11
H: 0.55454 2.83273 -0.93292  0.12
H: -3.65395 -6.26586 4.75041  0.11
H: -8.08300 1.66633 -4.23223  0.09
H: 6.06628 -1.64901 -7.45965  0.15
H: -4.07754 3.90117 3.29128  0.13
H: 2.79959 4.97563 5.15949  0.09
H: 4.06754 -1.14584 -4.78201  0.10
H: 5.18351 -4.62697 2.09183  0.13
H: 6.75056 3.12162 4.25917  0.13
H: -3.08683 5.27510 4.88520  0.11
H: 4.48809 0.59051 4.71068  0.12
H: -0.62463 -0.79579 -0.75677  0.07
H: -8.95611 -0.73303 -3.46307  0.14
H: 1.43217 -1.58688 0.68146  0.02
H: 8.90011 -4.99096 -0.34702  0.11
H: -1.47209 2.16813 -0.31514  0.09
H: 5.32807 -0.16847 -8.23632  0.10

Cartesian forces, eV/Å:
-0.03 -0.21 -0.04
0.56 -1.78 -2.39
-0.88 1.94 -0.46
-1.18 2.49 -0.69
1.69 -1.09 -2.78
-0.54 1.18 -1.19
1.62 -0.20 0.69
-0.27 0.35 0.23
-1.42 -0.01 0.37
0.33 0.28 1.01
-0.10 0.60 -1.03
-0.35 0.43 0.17
-0.22 0.33 0.62
0.56 -0.78 -0.89
0.06 1.36 -0.20
1.20 -0.08 0.04
0.59 -0.11 -1.02
0.74 -0.59 1.07
-0.29 0.13 -0.91
-1.11 -0.42 -0.63
-0.36 -0.89 0.07
-0.05 0.31 0.42
0.26 0.12 0.71
-0.40 0.14 -0.04
-0.62 -0.57 -0.01
2.42 -0.69 -0.24
-0.66 -0.17 0.58
1.01 0.57 1.08
-0.90 -0.40 0.33
-0.28 0.33 -0.10
0.15 -0.56 1.08
0.18 -0.43 -1.61
0.34 0.34 -0.15
-0.82 -0.21 0.82
0.62 -0.24 0.29
-0.15 -0.89 0.23
0.11 0.70 2.60
0.01 0.20 0.18
-1.11 0.23 1.59
-0.25 0.32 0.46
0.66 0.45 1.06
0.99 0.28 0.28
-0.27 0.11 0.25
0.61 -0.16 -0.19
0.24 0.04 0.62
-0.20 1.62 -1.29
0.54 -1.19 -0.31
0.10 0.16 0.62
0.15 -0.01 -1.22
-1.57 -0.04 -2.47
0.50 -0.86 -0.62
0.98 -0.48 -0.39
1.39 0.86 -1.90
-1.31 -0.59 -0.79
-0.81 -1.33 1.12
-2.02 1.06 0.64
-1.55 0.25 -1.18
-0.55 2.20 0.42
-0.69 -1.34 2.03
0.28 0.99 -0.42
0.33 -0.60 -0.71
0.31 1.71 -0.63
0.43 -1.98 0.26
0.51 0.18 -0.34
1.27 0.41 -0.48
1.81 -0.73 0.18
1.76 -0.73 1.41
-1.24 -1.27 -0.19
0.02 -0.91 0.85
-0.36 1.15 0.53
-0.12 -0.60 0.83
0.51 0.27 -0.53
1.08 0.92 0.32
-0.17 1.27 -0.32
-1.25 -1.43 0.48
0.44 2.46 0.11
-1.29 2.20 -2.16
-0.77 -2.15 0.02
-1.30 -1.55 1.34
0.19 -0.77 2.50
-1.29 -1.28 0.74
-0.19 0.75 -0.64
-1.00 -0.71 -1.30
-0.41 -1.14 1.86
-1.11 -1.72 0.65
0.69 0.67 0.97
0.85 0.01 0.81
0.61 -0.41 3.00
0.39 1.44 -1.70
1.06 -0.86 -0.35
1.81 2.22 0.90
-0.87 -0.10 0.80
0.62 1.60 1.33
-0.48 -0.27 -1.99
-0.15 0.69 2.08
-0.02 1.01 -1.56
2.28 -0.72 0.71
2.23 1.96 -1.79
-0.37 -1.18 1.58
-1.79 -0.47 1.20
0.56 2.30 -0.23
-0.40 -0.22 0.62
-0.75 -0.48 0.18
0.88 1.39 0.45
-1.25 0.30 0.96
1.39 0.68 0.20
-0.17 -1.36 1.84
-1.22 -0.55 -1.19
-0.52 -0.82 -0.79
-2.13 -0.12 -1.61
-1.94 -0.64 -0.86
1.94 0.30 -0.93
-0.09 -0.90 -0.54
-0.15 -2.45 0.38
-0.02 -0.74 -0.05
-0.17 -0.30 0.80
-0.48 -2.87 0.88
-0.37 -0.05 0.76
-0.67 0.80 -0.51
0.21 2.61 0.69
-0.29 0.85 -0.42
0.56 -0.73 -0.33
1.84 -0.61 -0.73
0.36 -1.29 -0.42
0.37 -1.38 0.85
-0.26 -0.29 -0.59
-1.11 -0.70 0.95
-1.20 0.11 0.01
0.06 -0.61 0.48
-0.78 -1.29 -1.49
-0.17 2.79 -0.60
0.50 1.26 0.61
0.61 0.27 -1.22
-1.65 0.27 0.24
1.24 -1.66 -0.86
-1.41 0.35 0.63
-0.59 -1.04 -1.19
0.24 0.49 2.03
1.85 0.14 -0.38
-0.33 -0.54 0.21
0.57 -1.13 1.16
-0.96 -1.04 0.16
-0.53 0.47 -2.79
0.37 0.16 -1.11
1.10 0.22 0.92
-0.88 0.00 0.49
-0.37 0.36 0.66
-1.94 -0.58 0.95
-0.34 0.41 0.19
-0.41 0.26 -0.55
0.10 0.15 1.13
0.27 0.35 -0.25
-1.22 -0.73 -0.82
0.52 -0.19 0.14
-0.43 0.63 0.10
0.17 0.14 0.72
-0.69 0.09 0.27
0.76 -0.86 -0.35
-1.24 0.29 0.52
0.22 0.22 0.37
-0.52 -0.29 -0.57
0.48 1.30 0.72
0.01 0.12 -0.47
-0.37 0.11 0.51
-0.10 0.27 0.19
0.34 1.33 -0.93
0.46 0.46 -0.32
0.07 0.12 0.03
-0.50 0.07 0.59
0.50 -0.43 -0.12
0.16 0.05 -0.91
0.27 -0.11 0.12
0.98 0.22 1.16
-0.75 0.43 0.81
0.18 0.23 0.05
0.47 -0.18 -0.01
-0.76 -0.20 -0.29
-0.05 -0.19 -0.05
-0.04 -1.15 -0.18
0.26 -0.41 -0.05
-0.47 1.05 -0.36
1.01 -0.34 -0.26
-0.45 0.32 0.96
0.02 0.11 -0.75
-0.34 0.05 -0.69
0.06 0.52 1.31
-0.44 1.16 -0.20
-1.07 -0.55 -0.44
0.70 1.52 0.16
-0.34 -0.19 -0.16
0.28 0.97 0.10
-0.08 0.06 -1.00
0.52 -0.30 0.60
-0.39 0.52 -0.54
0.11 0.44 0.22
-0.65 0.93 -0.30
-0.49 0.42 -0.21
-0.39 -0.09 1.27
-0.02 -1.14 1.58
-0.09 0.22 0.61
-0.50 0.14 -0.77
0.31 0.34 -0.54
0.85 1.26 -0.26
0.22 -0.30 0.14
-0.21 0.01 -0.81
0.46 0.10 -0.06
0.34 -0.52 -0.05
0.08 1.47 0.05
0.92 -0.80 0.34
-0.15 -0.53 -1.04
0.23 0.85 -0.55
-0.29 -1.06 0.45
0.49 0.21 0.01
-0.43 -0.90 -0.52
0.13 -0.42 -1.40
-0.38 0.45 -0.44
0.79 -0.60 0.04
0.13 0.14 0.03
-0.37 -0.37 1.26
1.10 -0.81 -0.75
-0.78 -0.33 0.08
-0.46 0.26 -1.36
-0.31 -0.38 0.40
-0.18 -0.21 0.87
-0.55 0.01 -1.06
-0.19 -0.27 0.02
0.14 -0.83 0.88
0.04 0.01 0.06
-1.66 -0.89 0.21
0.29 -0.95 0.52
1.01 0.20 -0.31
0.80 -0.07 -0.33
-0.39 0.09 -0.30
0.44 0.23 0.25
-0.11 -0.64 0.22
0.31 -0.29 0.27
0.63 0.34 0.00
-0.56 -0.54 -0.36
0.48 -0.04 0.09
-0.07 -0.23 0.07
0.53 0.84 0.38
0.09 -1.02 0.22
-0.34 0.29 0.63
0.00 0.77 0.66
-0.18 -0.06 -0.37
0.66 -0.36 0.72
0.23 -0.14 -0.37
0.17 0.03 -0.51
-0.61 0.03 0.26
-0.14 -0.09 -0.91
0.46 0.02 -0.57
0.60 -0.47 1.07
0.57 -0.16 0.05
-0.15 0.01 -0.11
0.20 0.16 0.49
1.55 0.24 1.91
-1.04 -0.14 0.98
-0.13 0.18 -0.70
-0.62 -0.18 -0.90
0.12 0.00 -0.46
-0.18 -1.06 0.23
0.22 -0.01 0.22
0.07 0.29 -0.47
0.86 -1.11 0.07
0.32 0.19 -0.05
-0.64 -0.35 -0.32
-1.07 -0.23 -0.54
-0.44 -0.07 0.52
-1.10 -0.40 -0.47
0.43 -0.92 -1.42
0.84 -0.73 0.54
0.01 0.47 -0.61
0.01 0.21 -0.22
0.02 2.10 -0.37
-0.32 -1.62 0.88
0.21 0.47 0.12
0.45 0.48 -0.08
0.26 -0.44 -0.15
-0.10 -0.04 0.06
-0.25 -0.12 -0.13
0.63 0.91 -0.76
0.64 0.03 -0.43
-0.25 -0.33 0.32
-0.35 0.69 -0.36
0.35 0.16 0.28
1.82 0.04 0.20
0.25 0.24 -0.37
0.49 0.09 0.55
-0.39 -0.22 -0.68
0.35 0.14 0.83
-0.14 -0.45 0.91
-0.07 -0.60 0.18
-0.65 0.74 -0.15
0.59 -0.18 0.50
-0.27 0.15 0.73
0.32 0.30 -0.51
-0.46 0.56 -0.70
0.13 0.36 -0.22
0.43 0.42 0.14
-0.52 0.64 -0.04
0.06 -0.18 -0.02
-0.05 -0.04 -0.33
0.82 -0.19 -0.87
-0.17 0.49 0.23
-0.04 -0.02 0.31
0.41 -0.30 -0.77
-0.46 0.64 0.55
0.27 -0.07 0.33
0.26 0.01 -0.37
-0.29 1.15 -0.17
-0.17 -0.04 -0.02
-0.24 -0.57 -0.35
-0.25 -0.10 0.50
0.55 0.16 0.35
-0.06 -0.42 0.14
-0.24 -0.33 -1.74
0.31 -0.17 -1.23
0.01 0.66 -0.35
-0.48 0.69 0.53
0.67 0.00 0.07
1.17 0.40 -0.44
-0.07 0.29 0.14
-0.08 -1.15 0.32
-0.32 0.53 -0.43
-0.37 -0.59 -0.24
-0.37 -0.43 0.10
1.32 0.68 -0.66
-0.40 1.03 0.56
-0.47 -0.31 -0.57
-0.22 -0.69 -0.50
0.80 0.65 -1.28